DFT (ωB97M-V/def2-TZVPD) results for a 2-piece molecular cluster, C27H46BF5N2O4 overall.

Max |F| ... 4.36 eV Å⁻¹
Kohn-Sham gap ... 4.45 eV
HOMO level ... -0.8 eV

Structure (ORCA input):
```
! wB97M-V def2-TZVPD RIJCOSX def2/J DEFGRID3
* xyz -2 1
C 2.390 2.316 3.494
C 1.567 1.914 4.771
C 0.071 2.373 4.744
C -0.610 2.112 3.363
C -2.011 1.428 3.455
C -1.959 -0.109 3.815
C -2.483 -0.966 2.616
C -1.335 -1.013 1.566
C -1.756 -1.461 0.139
C -2.419 -0.310 -0.697
C -2.088 -0.542 -2.205
C -1.294 0.658 -2.825
C -0.148 1.108 -1.847
C 1.168 1.611 -2.502
C 2.434 0.941 -1.904
C 2.372 1.146 -0.323
O 2.842 0.365 0.519
O 1.818 2.236 0.076
O 3.610 1.669 -2.255
B 4.827 0.816 -2.089
C 5.725 1.333 -0.815
O 4.174 -0.530 -1.952
C 2.878 -0.538 -2.442
N 2.017 -1.422 -1.652
C 2.466 -2.813 -1.578
C 1.991 -3.466 -0.231
C 3.030 -3.299 0.928
C 2.679 -0.704 -3.986
F 1.323 -0.826 -4.278
F 3.091 0.372 -4.708
C 3.361 -1.963 -4.651
F 3.682 -1.623 -5.946
F 4.500 -2.359 -4.095
F 2.522 -3.021 -4.789
H 1.966 3.201 2.980
H 2.342 1.474 2.774
H 3.460 2.464 3.747
H 2.043 2.389 5.659
H 1.646 0.816 4.916
H 0.061 3.466 4.947
H -0.466 1.827 5.555
H 0.016 1.534 2.657
H -0.782 3.107 2.894
H -2.501 1.496 2.456
H -2.648 1.979 4.186
H -0.921 -0.425 4.072
H -2.563 -0.257 4.736
H -3.419 -0.538 2.200
H -2.695 -1.983 3.019
H -0.602 -1.763 1.947
H -0.794 -0.044 1.566
H -2.410 -2.357 0.233
H -0.825 -1.793 -0.369
H -3.517 -0.370 -0.504
H -2.094 0.670 -0.300
H -1.495 -1.470 -2.329
H -3.058 -0.609 -2.754
H -0.935 0.381 -3.840
H -2.024 1.498 -2.919
H 0.035 0.313 -1.090
H -0.557 1.965 -1.270
H 1.267 2.697 -2.293
H 1.176 1.537 -3.615
H 5.510 0.934 -3.104
H 5.446 0.765 0.096
H 5.589 2.428 -0.727
H 6.800 1.131 -1.068
H 1.039 -1.337 -1.903
H 1.917 -3.385 -2.375
H 3.553 -2.950 -1.703
H 1.917 -4.564 -0.451
H 0.967 -3.153 0.053
H 3.802 -4.089 0.799
H 2.486 -3.450 1.887
H 3.457 -2.278 0.850
N -7.159 0.926 0.633
C -8.207 0.102 0.322
C -7.971 -0.427 -0.920
C -6.730 0.094 -1.373
C -6.254 0.923 -0.393
H -7.068 1.452 1.483
H -9.026 -0.035 1.009
H -8.616 -1.114 -1.445
H -6.242 -0.116 -2.312
H -5.352 1.510 -0.335
*
```